1.
{"formula": "C49H123N5O15", "method": "ωB97M-V/def2-TZVPD", "homo_energy_ha": -0.3038, "multiplicity": 1, "energy_ha": -3342.70080, "charge": 0, "homo_lumo_gap_ev": 8.2, "elements": ["C", "O", "H", "H", "H", "H", "C", "O", "H", "H", "H", "H", "C", "O", "H", "H", "H", "H", "C", "O", "H", "H", "H", "H", "O", "H", "H", "O", "H", "H", "O", "H", "H", "O", "H", "H", "O", "H", "H", "O", "H", "H", "C", "C", "C", "C", "C", "C", "N", "O", "C", "C", "C", "H", "H", "H", "H", "H", "H", "H", "H", "H", "H", "H", "H", "H", "H", "H", "H", "H", "H", "H", "C", "C", "C", "C", "C", "C", "N", "O", "C", "C", "C", "H", "H", "H", "H", "H", "H", "H", "H", "H", "H", "H", "H", "H", "H", "H", "H", "H", "H", "H", "C", "C", "C", "C", "C", "C", "N", "O", "C", "C", "C", "H", "H", "H", "H", "H", "H", "H", "H", "H", "H", "H", "H", "H", "H", "H", "H", "H", "H", "H", "C", "C", "C", "C", "C", "C", "N", "O", "C", "C", "C", "H", "H", "H", "H", "H", "H", "H", "H", "H", "H", "H", "H", "H", "H", "H", "H", "H", "H", "H", "C", "C", "C", "C", "C", "C", "N", "O", "C", "C", "C", "H", "H", "H", "H", "H", "H", "H", "H", "H", "H", "H", "H", "H", "H", "H", "H", "H", "H", "H"], "xyz": [[-3.67657, 5.34103, -7.66706], [-4.03403, 4.62303, -6.50637], [-2.78472, 5.00262, -8.19449], [-4.54088, 5.22754, -8.32143], [-3.56453, 6.40464, -7.45661], [-3.40663, 4.88425, -5.82832], [-6.07380, -2.47460, 0.40999], [-6.26240, -1.21837, -0.16981], [-5.38800, -3.02274, -0.23601], [-5.60453, -2.37170, 1.38841], [-7.03196, -2.98286, 0.51817], [-5.50227, -0.98627, -0.70827], [-5.42175, -0.37008, -9.55382], [-6.42678, -1.23903, -8.98476], [-4.89977, -0.88768, -10.35863], [-5.74013, 0.61464, -9.89598], [-4.75680, -0.14194, -8.72082], [-6.84614, -0.89252, -8.19377], [-4.03476, -6.81338, -6.80275], [-2.60564, -6.91370, -6.69839], [-4.28252, -5.78239, -7.05526], [-4.47866, -7.58210, -7.43530], [-4.58770, -6.82825, -5.86353], [-2.47667, -7.81880, -6.40557], [-7.28184, 3.97902, -1.88116], [-7.02703, 4.74330, -1.36427], [-6.57816, 3.34636, -1.73698], [-1.90807, 5.31354, -3.45001], [-1.89944, 5.42371, -2.49921], [-1.34972, 6.01829, -3.77834], [-8.87482, -0.67994, -5.69910], [-9.76641, -0.33746, -5.76246], [-8.88885, -1.24416, -4.92600], [-9.24568, -2.00230, -2.15976], [-8.49304, -2.03973, -1.56954], [-9.99356, -2.23642, -1.61014], [-2.32878, 6.33926, 0.00804], [-3.24203, 6.46807, 0.26418], [-1.92416, 7.19931, 0.12137], [-7.28100, 2.74969, -6.70705], [-7.40952, 1.85204, -6.40053], [-6.39671, 2.97710, -6.41976], [-1.83893, -0.32121, -4.45733], [-2.54042, -1.04725, -3.28699], [-1.93858, -2.40183, -2.98981], [-0.60154, -2.24358, -2.18672], [-0.85931, -1.37369, -0.91800], [-1.51161, 0.02356, -1.13318], [-2.65390, -0.19329, -2.04341], [-3.43113, 0.95111, -2.17273], [-2.05288, 0.40458, 0.33016], [-0.45806, 0.99404, -1.52418], [-4.04853, -1.28017, -3.80162], [-0.75086, -0.32740, -4.39281], [-2.04945, 0.74827, -4.45589], [-2.11327, -0.78975, -5.40248], [-2.54814, -3.08737, -2.40111], [-1.58393, -2.84144, -3.92205], [0.16518, -1.83141, -2.84273], [-0.17398, -3.21670, -1.94523], [-0.00977, -1.25784, -0.24497], [-1.59644, -1.90600, -0.31684], [-2.54326, 1.37764, 0.30239], [-2.79990, -0.30813, 0.67959], [-1.24913, 0.33023, 1.06267], [-0.01596, 0.83341, -2.50747], [-0.94699, 1.96796, -1.54710], [0.39034, 0.86739, -0.85167], [-4.54017, -0.34105, -4.05548], [-4.65087, -1.80175, -3.05782], [-4.18115, -1.89907, -4.68901], [-2.96470, 1.56770, -2.74182], [-6.91835, 2.10741, 5.59320], [-7.19621, 1.06582, 6.65415], [-6.92110, -0.32104, 5.99201], [-6.84341, -1.46831, 6.86748], [-5.75036, -1.14459, 7.86026], [-6.01551, 0.09967, 8.72034], [-6.28988, 1.25736, 7.79996], [-6.48121, 2.40889, 8.58072], [-7.20523, -0.08254, 9.60813], [-4.74107, 0.34389, 9.48440], [-8.71313, 1.19067, 6.94685], [-7.14751, 3.12783, 5.90033], [-7.43728, 2.04652, 4.63658], [-5.84844, 2.10642, 5.38485], [-7.81772, -0.55012, 5.41608], [-6.01780, -0.30433, 5.38219], [-6.59754, -2.34936, 6.27468], [-7.81973, -1.62245, 7.32694], [-4.82783, -1.00146, 7.29762], [-5.58734, -1.96212, 8.56252], [-8.17048, -0.26470, 9.13565], [-6.96620, -0.94010, 10.23707], [-7.40562, 0.81269, 10.19678], [-4.95481, 1.00185, 10.32673], [-4.29861, -0.54072, 9.94243], [-3.93321, 0.73498, 8.86595], [-9.30477, 0.29285, 7.12571], [-9.26796, 1.70514, 6.16227], [-8.94324, 1.89033, 7.75036], [-5.57539, 2.72582, 8.55562], [5.61728, -3.52214, 6.73119], [4.77395, -2.23727, 6.45085], [5.45023, -1.57530, 5.19048], [4.49347, -0.56268, 4.42485], [3.17382, -1.22761, 4.09570], [2.48748, -1.70730, 5.37573], [3.39225, -2.62917, 6.11479], [2.73558, -3.28913, 7.16750], [2.02648, -0.49832, 6.16255], [1.22012, -2.50801, 4.92503], [4.87902, -1.32100, 7.66559], [5.51455, -4.04795, 7.68044], [6.68273, -3.29451, 6.76459], [5.35643, -4.33940, 6.05877], [6.30046, -0.97191, 5.50850], [5.73264, -2.38143, 4.51335], [5.02542, -0.23800, 3.53058], [4.29992, 0.40055, 4.89690], [3.25131, -2.05153, 3.38629], [2.69559, -0.37997, 3.60487], [2.83920, 0.18893, 6.39766], [1.31550, 0.17960, 5.69028], [1.58334, -0.65906, 7.14534], [1.58551, -3.20020, 4.16643], [0.84949, -3.03856, 5.80210], [0.41359, -1.90601, 4.50646], [5.90211, -1.31017, 8.04144], [4.30346, -1.69686, 8.51149], [4.58588, -0.29992, 7.42151], [2.93223, -4.20561, 6.96013], [7.47848, -2.51139, -4.61909], [6.44885, -3.49489, -3.96027], [6.98063, -4.88825, -4.45855], [6.42044, -6.10602, -3.70139], [6.74697, -5.88707, -2.22881], [6.11947, -4.63914, -1.60077], [6.51761, -3.47483, -2.46022], [6.29720, -2.17580, -1.92068], [4.62237, -4.77661, -1.27498], [6.81294, -4.34916, -0.22728], [4.96595, -3.32512, -4.62358], [7.40785, -2.60474, -5.70279], [8.45555, -2.78044, -4.21778], [7.25395, -1.50029, -4.27944], [6.63540, -5.12138, -5.46581], [8.06524, -4.92230, -4.56141], [6.94993, -7.00746, -4.00987], [5.40341, -6.15723, -4.09015], [7.83093, -5.82751, -2.13096], [6.50645, -6.83832, -1.75408], [4.12476, -4.91680, -2.23457], [4.45330, -5.66489, -0.66630], [4.14899, -3.85350, -0.94050], [6.65649, -5.12544, 0.52173], [7.87848, -4.13001, -0.29571], [6.38598, -3.43991, 0.19591], [4.23057, -4.06826, -4.31528], [4.86957, -3.23802, -5.70581], [4.48024, -2.47536, -4.14390], [7.17198, -1.83975, -1.71229], [8.19942, 5.86339, -1.89251], [6.85875, 6.05420, -2.72090], [6.58904, 4.74930, -3.45331], [6.07811, 3.56998, -2.54401], [4.85060, 4.03037, -1.64281], [4.99798, 5.45893, -1.00509], [5.66739, 6.43981, -1.93399], [5.79739, 7.69700, -1.42194], [3.58218, 5.91423, -0.70649], [5.87371, 5.22097, 0.29758], [7.10119, 7.16450, -3.83639], [8.20285, 5.00499, -1.22077], [8.34927, 6.75483, -1.28342], [9.04987, 5.88549, -2.57394], [5.82094, 4.86190, -4.21846], [7.47672, 4.40743, -3.98552], [6.83647, 3.25425, -1.82755], [5.88145, 2.73366, -3.21484], [4.80626, 3.27596, -0.85732], [3.92217, 4.06163, -2.21303], [3.54765, 6.88618, -0.21434], [2.96672, 6.05789, -1.59456], [3.11878, 5.27076, 0.04137], [6.68182, 4.52348, 0.07718], [6.27587, 6.14584, 0.71108], [5.40426, 4.74934, 1.16088], [8.00061, 6.97183, -4.42122], [7.18272, 8.18163, -3.45312], [6.20893, 7.18702, -4.46207], [6.34336, 7.48884, -0.66025]], "forces_ev_per_a": [[-0.904, 0.325, -0.437], [0.528, -0.119, 0.208], [0.131, -0.328, 0.189], [0.193, 0.108, -0.268], [0.040, 0.144, 0.020], [-0.035, -0.215, 0.395], [0.797, -0.165, -0.072], [-0.755, 0.924, -0.353], [-0.157, -0.638, 0.176], [-0.035, -0.149, 0.224], [0.065, -0.048, -0.075], [0.128, 0.063, 0.006], [-0.183, -0.056, 1.679], [0.107, -0.076, -1.266], [-0.197, -0.124, 0.221], [-0.678, -0.166, -0.254], [0.681, -0.029, -0.279], [0.222, 0.450, -0.046], [-0.155, 0.965, 0.523], [-1.110, -0.323, 0.165], [0.228, -0.179, -1.042], [0.104, 0.307, -0.384], [0.442, -0.710, 0.678], [0.492, -0.048, 0.063], [-0.184, 0.027, -0.091], [0.019, 0.201, 0.100], [0.167, -0.253, -0.004], [-0.115, -0.202, -0.327], [-0.098, 0.053, 0.447], [0.164, 0.162, -0.085], [0.265, 0.103, -0.304], [-0.205, 0.120, -0.031], [0.034, -0.165, 0.367], [-0.072, -0.045, -0.333], [0.388, 0.175, 0.177], [-0.220, -0.030, 0.083], [0.146, -0.235, -0.215], [-0.263, -0.022, 0.058], [0.156, 0.222, 0.042], [-0.140, 0.068, -0.218], [-0.153, -0.296, 0.147], [0.322, 0.224, 0.084], [0.677, -0.087, 0.480], [-2.439, 1.010, -0.838], [2.434, 0.262, 0.910], [-0.400, 0.863, 0.277], [-0.657, -0.658, -0.389], [-0.493, -2.306, 1.446], [0.417, -1.495, 0.564], [-0.342, 0.089, -0.152], [-0.093, -0.294, -1.455], [0.163, 0.684, -0.905], [0.494, 0.199, 0.552], [0.151, -0.379, 0.137], [-0.537, -0.023, -0.254], [-0.075, 0.250, -0.024], [-0.480, 0.187, -0.338], [-0.730, -0.295, -0.192], [-0.004, 0.495, -0.017], [-0.313, -0.130, 0.349], [0.310, 0.008, -0.305], [-0.072, -0.371, 0.003], [0.309, 0.118, 0.204], [-0.123, -0.155, -0.360], [0.189, 0.457, -0.154], [-0.275, -0.232, -0.235], [0.701, 0.474, 0.287], [-0.210, 0.711, 0.332], [0.113, 0.103, 0.261], [0.080, 0.212, 0.391], [0.816, -0.109, -0.169], [0.256, 0.395, -0.360], [1.140, 1.268, -0.283], [-1.157, -0.362, -0.188], [-1.025, 1.489, -1.183], [0.499, -0.836, 1.673], [-0.243, -0.601, 0.541], [-0.702, 0.232, -2.213], [1.351, -1.763, -0.735], [-0.307, 0.277, -0.317], [-0.456, -0.431, 1.084], [0.367, 0.512, 0.996], [-0.910, 0.649, 0.490], [-0.059, 0.015, 0.535], [-0.214, -0.802, 0.144], [0.136, -0.027, -0.139], [0.211, 0.650, -0.948], [-0.103, 0.371, -0.273], [-0.031, -0.175, 0.138], [0.058, -0.276, 0.334], [0.182, 0.066, 0.032], [0.121, -0.141, 0.038], [0.324, -0.272, -0.489], [-0.360, 0.053, 0.487], [0.391, -0.074, 0.282], [0.273, 0.349, -0.058], [-0.427, -0.381, -0.093], [-0.228, 0.304, -0.178], [0.433, -0.331, 0.204], [0.370, -0.232, -0.660], [0.455, -0.181, 0.544], [-0.085, 0.649, 0.227], [-0.340, -0.364, 0.440], [0.659, -0.313, 0.048], [-1.857, 1.251, 0.323], [1.487, -1.412, 0.107], [0.829, 0.761, 0.146], [-1.575, 0.014, -0.334], [0.352, 0.289, -1.896], [0.224, 0.325, 0.389], [0.162, 1.510, 1.282], [1.087, -0.200, 0.604], [0.159, 0.076, 0.268], [-0.720, 0.624, 0.602], [0.049, 0.087, -0.681], [0.373, 0.324, -0.726], [0.334, -0.513, 0.131], [0.136, 0.197, -0.126], [-0.011, -0.286, -0.339], [0.143, -0.263, 0.728], [0.263, -0.013, 0.004], [-1.183, -0.472, 0.007], [0.310, -0.145, -0.069], [-0.208, -0.463, -0.684], [-0.028, -0.767, 0.014], [-0.361, -0.322, 0.046], [-0.184, -0.126, -0.247], [0.284, 0.272, 0.039], [0.201, 0.152, -0.216], [-0.350, 0.032, -0.186], [-0.020, -0.025, 0.163], [-0.221, -0.230, 0.143], [-1.297, -0.087, 1.568], [-0.590, -1.384, -1.423], [-0.582, -0.817, -0.280], [1.283, 1.421, -0.286], [-0.809, -0.730, -0.308], [0.821, 1.226, 1.615], [0.735, -0.402, -1.608], [-0.866, -0.612, -0.237], [0.042, 0.026, -1.904], [-0.206, 0.389, -0.100], [0.363, 0.532, 1.900], [0.178, 0.085, 0.128], [0.118, 0.027, -0.324], [0.014, 0.190, -0.364], [-0.040, 0.899, -0.437], [0.151, 0.156, 0.584], [-0.103, -0.047, -0.247], [-0.407, -0.406, 1.037], [0.104, 0.272, -0.170], [-0.442, 0.309, 0.849], [-0.255, -0.484, -0.099], [-0.158, 0.321, 0.234], [0.393, -0.091, 0.699], [-0.038, -0.264, -0.241], [0.134, -0.329, -0.329], [-0.203, -0.013, -0.018], [0.514, -0.789, -0.006], [0.627, 0.094, 0.041], [0.291, 0.658, -0.287], [0.213, -0.132, 0.026], [-0.909, 1.103, -0.236], [1.171, 0.296, -0.328], [-0.857, -1.375, 0.592], [-0.267, 1.865, 0.424], [1.211, 0.265, -1.531], [1.244, -0.960, 0.441], [-1.046, -2.640, -2.013], [0.093, 0.345, 1.109], [-0.005, 1.114, 0.892], [-0.225, 0.248, -0.269], [-0.596, -0.379, 0.994], [0.089, -0.037, -0.359], [-0.007, 0.101, 0.261], [-0.041, -0.454, -0.024], [-0.120, 0.383, -0.047], [0.209, 0.180, 0.072], [0.331, -0.062, -0.220], [-0.381, -0.111, 0.323], [-0.530, 0.238, 0.164], [0.045, -0.360, -0.127], [0.372, 0.248, 0.002], [0.117, -0.483, -0.102], [-0.122, -0.428, -0.370], [0.180, 0.337, -0.180], [0.251, 0.118, -0.087], [-0.781, 0.051, -0.251], [-0.129, -0.291, -0.033], [0.131, -0.173, 0.401], [0.112, -0.177, -0.236], [0.446, 1.023, 0.739]], "mulliken_charge": [-0.567, -0.422, 0.261, 0.208, 0.265, 0.260, -0.612, -0.543, 0.272, 0.234, 0.291, 0.338, -0.431, -0.504, 0.242, 0.250, 0.149, 0.288, -0.545, -0.486, 0.216, 0.267, 0.258, 0.290, -0.614, 0.305, 0.313, -0.604, 0.322, 0.292, -0.604, 0.302, 0.309, -0.627, 0.337, 0.297, -0.626, 0.317, 0.316, -0.623, 0.304, 0.294, -1.625, 1.185, -1.086, -0.794, -1.449, 1.387, 0.763, -0.394, -1.697, -1.707, -1.812, 0.326, 0.266, 0.496, 0.348, 0.388, 0.312, 0.435, 0.614, 0.401, 0.369, 0.365, 0.360, 0.241, 0.487, 0.404, 0.432, 0.298, 0.424, 0.273, -2.168, 1.855, -1.230, -0.574, -1.435, 1.861, 0.230, -0.469, -1.756, -2.144, -1.851, 0.411, 0.407, 0.495, 0.362, 0.403, 0.364, 0.318, 0.394, 0.532, 0.316, 0.425, 0.397, 0.462, 0.405, 0.421, 0.338, 0.463, 0.401, 0.367, -1.963, 1.644, -1.099, -0.793, -0.961, 1.527, 0.295, -0.487, -1.799, -1.866, -1.831, 0.421, 0.401, 0.464, 0.404, 0.435, 0.442, 0.341, 0.357, 0.283, 0.330, 0.409, 0.348, 0.397, 0.452, 0.333, 0.466, 0.345, 0.351, 0.351, -1.758, 1.347, -1.240, -0.709, -1.108, 1.429, 0.416, -0.460, -1.683, -2.035, -1.643, 0.376, 0.455, 0.385, 0.344, 0.435, 0.373, 0.364, 0.397, 0.442, 0.321, 0.415, 0.401, 0.390, 0.406, 0.480, 0.350, 0.393, 0.404, 0.311, -1.584, 1.373, -1.129, -0.679, -1.104, 1.427, 0.090, -0.428, -2.027, -1.453, -1.778, 0.306, 0.379, 0.430, 0.393, 0.427, 0.289, 0.413, 0.375, 0.426, 0.413, 0.463, 0.377, 0.333, 0.287, 0.418, 0.381, 0.379, 0.421, 0.382]}


2.
{"formula": "C2H8NOS2", "method": "ωB97M-V/def2-TZVPD", "homo_energy_ha": -0.5093, "multiplicity": 1, "energy_ha": -1007.04861, "charge": 1, "homo_lumo_gap_ev": 9.3, "elements": ["C", "C", "N", "O", "S", "S", "H", "H", "H", "H", "H", "H", "H", "H"], "xyz": [[-0.10721, 0.48685, -1.22022], [-0.18881, -0.39090, -0.00943], [0.73622, 0.15397, 1.06188], [-1.34472, -0.65409, 0.60809], [-0.45472, 2.29521, -0.61085], [1.09712, -2.24805, -0.35228], [-0.88766, 0.08217, -1.89737], [0.92733, 0.31189, -1.66320], [0.26547, 0.06510, 2.06189], [1.52039, -0.42276, 1.05502], [0.80980, 1.18357, 0.86244], [-2.07767, -0.16863, 0.21054], [0.73197, 2.91904, -0.90545], [0.47720, -3.03261, 0.60167]], "forces_ev_per_a": [[0.490, -0.053, -0.220], [2.342, -2.134, 1.121], [-3.259, 1.447, 2.534], [-0.343, 0.025, -0.353], [0.554, -0.916, -0.902], [-2.132, 1.477, 0.561], [0.524, 0.819, -0.018], [-1.445, 0.737, 0.322], [1.010, 0.114, -2.532], [2.407, -0.798, 0.025], [0.454, -0.578, 0.328], [-0.320, -0.166, -0.170], [-0.541, -0.635, -0.078], [0.259, 0.661, -0.618]], "nbo_charge": [-0.599, 0.486, -0.785, -0.681, -0.042, -0.183, 0.277, 0.284, 0.467, 0.459, 0.446, 0.513, 0.185, 0.172]}


3.
{"formula": "C2H6O2PS", "method": "ωB97M-V/def2-TZVPD", "homo_energy_ha": [0.0096, -0.2273], "multiplicity": 3, "energy_ha": -969.78909, "charge": -1, "s_squared": 2.01, "homo_lumo_gap_ev": [3.1, 6.7], "elements": ["C", "C", "O", "O", "P", "S", "H", "H", "H", "H", "H", "H"], "xyz": [[1.79212, -1.32572, -0.26305], [-2.09172, 0.99648, 0.23655], [1.11699, 1.01853, 1.19155], [0.75158, 0.99357, -1.43226], [0.81512, 0.28171, -0.09406], [-1.20812, -0.63312, 0.21965], [1.64233, -1.76953, -1.17152], [2.81591, -1.34526, 0.05146], [1.32102, -1.86588, 0.51274], [-1.63294, 1.59182, -0.51724], [-2.20267, 1.26334, 1.24310], [-3.11962, 0.79406, 0.02308]], "forces_ev_per_a": [[-0.749, 2.231, 2.324], [-0.101, -1.665, -0.965], [-0.313, -1.040, -0.917], [-0.102, -0.810, 1.214], [1.451, 1.501, -0.944], [-0.450, -0.155, 0.246], [-0.393, -1.067, -2.372], [0.708, 0.728, -0.170], [-0.700, -1.254, 0.786], [0.523, 1.079, -0.066], [0.815, 1.026, 1.632], [-0.688, -0.575, -0.768]], "mulliken_spin": [0.040, 0.535, -0.039, -0.040, 0.489, 1.117, 0.006, -0.013, -0.005, -0.029, -0.024, -0.037]}